ORCA calculation (the ωB97M-V functional and the def2-TZVPD basis) on a molecular structure, C27H67AlBO17S in a non-equilibrium geometry.

Last column: Mulliken charge in e.
Positions of all 114 atoms, in Å:
O  -5.2906  -3.9793  -3.5209  -0.61
S  -5.1111  -2.5502  -2.9553  0.91
O  -5.9017  -2.4167  -1.5969  -0.54
O  -5.7407  -1.3069  -3.9667  -0.47
C  -3.2963  -2.1593  -2.5001  -0.38
C  -2.3075  -2.1001  -3.8191  -0.36
C  -1.3354  -0.7729  -3.8753  -0.56
Al  -0.5787  -0.2236  -2.0160  -0.01
B  -1.1748  1.7674  -1.7327  0.30
O  -1.3650  2.3307  -0.3558  -0.52
O  -1.4368  2.6009  -2.9268  -0.57
H  -5.5012  -1.4600  -4.9280  0.37
H  -2.8425  -2.9983  -1.7932  0.29
H  -3.3641  -1.1210  -1.9160  0.19
H  -1.5748  -3.0394  -3.8761  0.22
H  -2.9528  -2.1314  -4.8229  0.18
H  -0.3873  -0.9163  -4.5817  0.18
H  -1.9721  0.0975  -4.3626  0.22
H  0.9934  -0.3738  -1.9256  -0.14
H  -1.3410  -1.0380  -0.8537  -0.33
H  -1.4986  3.3296  -0.4212  0.24
H  -0.5811  3.1126  -3.1340  0.26
C  -5.7274  5.3305  1.9859  -0.89
O  -4.8532  4.4266  2.6456  -0.20
C  -3.8477  3.8932  1.7848  -0.55
C  -2.5059  3.7855  2.5179  -0.17
O  -1.8666  5.0433  2.7760  -0.45
C  -2.4922  5.8947  3.7453  -0.30
C  -2.4224  5.3747  5.1858  -0.54
O  -3.2947  4.2597  5.3683  -0.23
C  -2.7366  3.2434  6.1825  -0.80
H  -6.4376  4.7795  1.3669  0.31
H  -6.2760  5.8885  2.7495  0.23
H  -5.1721  6.0492  1.3776  0.38
H  -3.7188  4.5124  0.8891  0.36
H  -4.1771  2.8929  1.4780  0.38
H  -1.8161  3.2381  1.8653  0.41
H  -2.5883  3.1947  3.4297  -0.02
H  -3.5126  6.1365  3.4526  0.07
H  -1.9353  6.8375  3.7067  0.42
H  -2.7558  6.1608  5.8717  0.40
H  -1.3861  5.1163  5.4285  0.34
H  -1.7053  3.0169  5.8886  0.38
H  -3.3294  2.3339  6.0463  0.21
H  -2.7729  3.5451  7.2389  0.30
C  3.8517  2.3086  -6.9590  -0.81
O  4.4670  1.8138  -5.7787  -0.29
C  3.6639  1.9931  -4.6127  -0.64
C  3.7644  0.7728  -3.6906  -0.24
O  3.1010  -0.4001  -4.1820  -0.21
C  3.6848  -1.0362  -5.3267  -0.35
C  5.0353  -1.7102  -5.0582  -0.53
O  6.0637  -0.7370  -4.8765  -0.32
C  6.9779  -1.0779  -3.8492  -0.57
H  3.9157  3.3978  -6.9857  0.33
H  4.3885  1.8974  -7.8181  0.23
H  2.8089  1.9881  -7.0288  0.36
H  2.6122  2.1602  -4.8737  0.37
H  4.0425  2.8789  -4.0881  0.39
H  3.2539  1.0238  -2.7539  0.42
H  4.7968  0.5532  -3.4198  0.02
H  3.7366  -0.3507  -6.1709  0.10
H  2.9761  -1.8198  -5.6169  0.40
H  5.3160  -2.3180  -5.9249  0.39
H  4.9465  -2.3664  -4.1858  0.30
H  6.4568  -1.4160  -2.9462  0.11
H  7.5479  -0.1810  -3.5891  0.27
H  7.6684  -1.8566  -4.2031  0.36
C  11.6017  -2.7606  -0.0928  -0.84
O  10.2986  -3.2956  0.0868  -0.24
C  10.1951  -4.1424  1.2307  -0.55
C  8.8587  -3.9245  1.9491  -0.24
O  8.7550  -2.6751  2.6459  -0.47
C  8.6781  -1.4934  1.8375  -0.29
C  7.3733  -1.3502  1.0454  -0.58
O  7.3270  -2.2833  -0.0338  -0.28
C  6.0442  -2.8548  -0.2212  -0.92
H  12.2667  -3.5245  -0.4997  0.32
H  11.5323  -1.9319  -0.8025  0.23
H  12.0038  -2.3682  0.8448  0.38
H  11.0153  -3.9634  1.9360  0.35
H  10.2541  -5.1789  0.8765  0.38
H  8.7699  -4.6961  2.7224  0.41
H  8.0107  -4.0709  1.2809  0.05
H  9.5523  -1.4016  1.1952  0.08
H  8.7312  -0.6555  2.5415  0.41
H  7.3232  -0.3476  0.6074  0.37
H  6.5219  -1.4783  1.7223  0.39
H  5.6096  -3.1824  0.7301  0.44
H  6.1541  -3.7370  -0.8588  0.23
H  5.3784  -2.1319  -0.7138  0.36
C  -7.6029  -3.3733  0.9681  -0.79
O  -8.1098  -2.7484  2.1382  -0.29
C  -7.6636  -3.3711  3.3421  -0.54
C  -7.3533  -2.3209  4.4147  -0.26
O  -6.1696  -1.5498  4.1670  -0.48
C  -6.2225  -0.6258  3.0718  -0.23
C  -7.1554  0.5700  3.2950  -0.45
O  -8.5237  0.1685  3.2293  -0.29
C  -9.3386  0.8075  4.1962  -0.81
H  -8.1399  -4.3045  0.7790  0.39
H  -7.7591  -2.6930  0.1267  0.21
H  -6.5299  -3.5645  1.0518  0.36
H  -6.7698  -3.9820  3.1686  0.33
H  -8.4735  -4.0224  3.6929  0.38
H  -7.1612  -2.8539  5.3529  0.42
H  -8.2082  -1.6735  4.6074  0.05
H  -6.4413  -1.1395  2.1372  0.07
H  -5.2035  -0.2359  2.9709  0.41
H  -6.9970  1.3069  2.5003  0.32
H  -6.9214  1.0384  4.2570  0.33
H  -8.8698  0.7932  5.1867  0.36
H  -10.2810  0.2561  4.2654  0.23
H  -9.5458  1.8425  3.8890  0.31

Calculated values
Gap between HOMO and LUMO, eV: 6.9
Highest occupied orbital energy, eV: -4.81
Charge: -1



ORCA calculation (the ωB97M-V functional and the def2-TZVPD basis) on C11H10 in the gas phase in a non-equilibrium geometry.

Last column: Mulliken charge in e.
Positions of all 21 atoms, in Å:
C  -0.7208  3.3599  -1.8819  -0.45
C  -0.2632  2.9380  -3.0154  -0.38
C  -1.0213  1.8544  -2.0862  -0.58
C  -0.3881  0.9691  -1.1243  -0.12
C  -0.9742  0.0464  -0.4240  -0.63
C  -0.2664  -0.7713  0.5512  0.48
C  0.4445  -0.1951  1.6544  -0.51
C  1.1876  -1.0084  2.4925  -0.22
C  1.3514  -2.3477  2.3340  -0.41
C  0.5717  -2.9677  1.3150  -0.40
C  -0.2225  -2.1856  0.4894  -0.31
H  -0.7243  4.2601  -1.2778  0.35
H  0.2322  2.7992  -3.9099  0.46
H  -2.0372  1.6308  -2.4627  0.38
H  0.6638  1.0791  -0.9656  0.44
H  -2.0031  -0.2621  -0.5168  0.40
H  0.4116  0.8507  1.9058  0.41
H  1.8813  -0.4795  3.2379  0.22
H  2.1435  -2.9504  2.9853  0.23
H  0.3249  -4.0113  1.1696  0.34
H  -0.5915  -2.6085  -0.4708  0.29

Calculated values
Energy relative to the best compared isomer or geometry (same formula, charge and spin), kcal/mol: 106.5
Gap between HOMO and LUMO, eV: 9.4
Highest occupied orbital energy, eV: -8.36
Structure (SMILES): C1=CC1/C=C/c1ccccc1



ORCA calculation (the ωB97M-V functional and the def2-TZVPD basis) on a molecular structure, C6H5AsO6S5SbW in a non-equilibrium geometry.

Last column: Mulliken charge in e.
Positions of all 25 atoms, in Å:
W  1.5753  -1.1753  -1.5004  1.16
S  2.2800  -4.6329  -2.2517  -0.30
Sb  3.7174  -2.7138  -2.3965  0.70
S  0.6608  -3.2951  -2.4320  -0.22
S  3.5871  -1.5896  -0.2910  -0.46
S  5.7763  -3.0712  -3.2197  -0.62
O  1.3022  3.0325  0.2317  -0.68
As  0.5520  1.7665  -0.8239  0.58
O  1.6953  -0.1989  -2.8518  -0.54
O  1.5028  0.3795  -0.2728  -0.48
C  -0.8882  1.4617  0.4947  -0.20
C  -1.3121  2.5090  1.3060  -0.27
C  -2.2780  2.3089  2.2816  -0.56
C  -2.8397  1.0536  2.4602  -0.50
C  -2.4427  0.0005  1.6530  -0.73
C  -1.4734  0.2088  0.6801  0.45
S  -1.0552  -1.2086  -0.3108  1.62
O  0.1881  -1.8250  0.2093  -0.56
O  -2.2214  -2.0326  -0.3284  -0.62
O  -0.6137  -0.6806  -1.6519  -0.66
H  2.2104  3.1712  -0.0599  0.29
H  -0.8561  3.4829  1.1861  0.44
H  -2.5903  3.1356  2.9079  0.36
H  -3.5916  0.8930  3.2220  0.36
H  -2.8853  -0.9801  1.7581  0.43

Calculated values
Energy relative to the best compared isomer or geometry (same formula, charge and spin), kcal/mol: 0.0
Gap between HOMO and LUMO, eV: 6.5
Highest occupied orbital energy, eV: -5.09
Charge: -1



ORCA calculation (the ωB97M-V functional and the def2-TZVPD basis) on a molecular structure, C3H4LiNiO4 in a non-equilibrium geometry.

Last column: Mulliken charge in e.
Positions of all 13 atoms, in Å:
H  -4.5360  2.5277  -0.2460  0.38
C  -3.7291  1.8009  -0.3542  0.16
C  -3.7429  0.5008  0.3030  -0.39
O  -4.0104  0.6713  -1.1020  -0.38
H  -2.8006  0.0014  0.5292  0.23
H  -4.6090  0.2282  0.9105  0.24
O  -2.5597  2.5143  -0.6629  -0.47
H  -1.4891  3.8861  -0.2514  0.50
O  -1.5852  4.3090  -1.2450  -0.47
C  -2.3791  3.4559  -1.8029  0.87
Ni  -3.8061  6.5215  -6.0718  0.23
Li  -3.1558  5.2755  -3.7715  0.64
O  -3.1825  3.7303  -2.6621  -0.56

Calculated values
Energy relative to the best compared isomer or geometry (same formula, charge and spin), kcal/mol: 4.6
Multiplicity: 3
Gap between HOMO and LUMO (spin up / spin down), eV: 8.3 / 7.4
Highest occupied orbital energy (spin up / spin down), eV: -12.09 / -12.99
<S²>: 2.004
Charge: +1



ORCA calculation (the ωB97M-V functional and the def2-TZVPD basis) on 2 unconnected molecules or ions with the total composition C16H24BF10NO6S2.

Last column: Mulliken charge in e.
Positions of all 60 atoms, in Å:
C  -1.0559  -3.1524  -1.8378  -1.45
C  -1.1275  -1.9541  -0.8680  0.00
B  -1.5572  -2.4159  0.5667  0.57
O  -2.8304  -2.9340  0.6846  -0.52
C  -0.6273  -2.3754  1.8759  -0.44
S  0.4633  -3.8372  1.6203  -0.25
N  -1.3173  -2.6336  3.1513  -0.14
C  -1.5276  -1.4830  3.8764  -0.29
O  -2.1525  -1.3778  4.8929  -0.62
C  -0.8725  -0.3389  3.0915  1.69
F  -0.2437  0.5600  3.9345  -0.47
C  -2.0479  0.3801  2.4149  -1.00
C  -1.6926  1.3633  1.3305  -0.28
O  -1.6891  1.0793  0.1632  -0.38
C  0.1579  -1.1067  2.2651  0.53
C  1.0274  -0.4035  1.2303  -0.75
C  2.1965  0.3615  1.8809  -1.50
C  3.5420  0.1272  1.2341  0.65
F  4.4041  1.1263  1.5215  -0.33
F  3.3927  0.1233  -0.1171  -0.33
C  4.2712  -1.2193  1.5261  0.50
F  5.3565  -1.2983  0.7541  -0.27
F  3.4457  -2.2268  1.1915  -0.18
S  4.8465  -1.5490  3.3159  1.39
F  6.2753  -0.9402  3.0175  -0.32
F  5.3325  -2.9807  2.8443  -0.32
F  3.4079  -2.1344  3.6735  -0.30
F  4.3740  -0.1230  3.8463  -0.33
F  5.3168  -1.9030  4.7721  -0.30
H  -1.9734  -3.7411  -1.7764  0.34
H  -0.2222  -3.8188  -1.6079  0.27
H  -0.9553  -2.8118  -2.8692  0.40
H  -1.9241  -1.2864  -1.2196  0.24
H  -0.2040  -1.3752  -0.8993  0.17
H  -2.9140  -3.6886  1.2744  0.28
H  0.9275  -3.4944  0.4108  0.08
H  -2.0622  -3.3141  3.1938  0.23
H  -2.7529  -0.3497  2.0055  0.30
H  -2.5542  0.9123  3.2264  0.52
H  -1.4379  2.3897  1.6581  0.43
H  0.8467  -1.4676  3.0437  0.30
H  0.4508  0.2997  0.6346  0.11
H  1.3932  -1.1496  0.5251  0.71
H  2.0403  1.4385  1.7736  0.39
H  2.2522  0.1712  2.9501  0.65
C  -2.3862  2.7045  -2.5343  -0.83
C  -3.1731  3.7522  -3.2880  -0.41
O  -2.3319  4.5430  -4.1495  -0.35
C  -1.9849  3.9621  -5.2957  0.79
O  -2.3377  2.8768  -5.6818  -0.56
O  -1.1789  4.7945  -5.9574  -0.34
C  -0.7028  4.2875  -7.2077  -0.63
H  -1.5702  3.1645  -1.9769  0.29
H  -3.0326  2.1856  -1.8278  0.28
H  -1.9662  1.9682  -3.2183  0.32
H  -3.6119  4.4781  -2.6058  0.32
H  -3.9720  3.3068  -3.8802  0.33
H  -1.5328  3.9757  -7.8381  0.30
H  -0.0339  3.4439  -7.0450  0.29
H  -0.1640  5.1089  -7.6700  0.22

Calculated values
Gap between HOMO and LUMO, eV: 9.8
Highest occupied orbital energy, eV: -9.69
Structure (SMILES): CCB(O)[C@]1(S)NC(=O)[C@](F)(CC=O)[C@@H]1CCC(F)(F)C(F)(F)S(F)(F)(F)(F)F.CCOC(=O)OC



Repeat the third record exactly.
ORCA calculation (the ωB97M-V functional and the def2-TZVPD basis) on a molecular structure, C6H5AsO6S5SbW in a non-equilibrium geometry.

Last column: Mulliken charge in e.
Positions of all 25 atoms, in Å:
W  1.5753  -1.1753  -1.5004  1.16
S  2.2800  -4.6329  -2.2517  -0.30
Sb  3.7174  -2.7138  -2.3965  0.70
S  0.6608  -3.2951  -2.4320  -0.22
S  3.5871  -1.5896  -0.2910  -0.46
S  5.7763  -3.0712  -3.2197  -0.62
O  1.3022  3.0325  0.2317  -0.68
As  0.5520  1.7665  -0.8239  0.58
O  1.6953  -0.1989  -2.8518  -0.54
O  1.5028  0.3795  -0.2728  -0.48
C  -0.8882  1.4617  0.4947  -0.20
C  -1.3121  2.5090  1.3060  -0.27
C  -2.2780  2.3089  2.2816  -0.56
C  -2.8397  1.0536  2.4602  -0.50
C  -2.4427  0.0005  1.6530  -0.73
C  -1.4734  0.2088  0.6801  0.45
S  -1.0552  -1.2086  -0.3108  1.62
O  0.1881  -1.8250  0.2093  -0.56
O  -2.2214  -2.0326  -0.3284  -0.62
O  -0.6137  -0.6806  -1.6519  -0.66
H  2.2104  3.1712  -0.0599  0.29
H  -0.8561  3.4829  1.1861  0.44
H  -2.5903  3.1356  2.9079  0.36
H  -3.5916  0.8930  3.2220  0.36
H  -2.8853  -0.9801  1.7581  0.43

Calculated values
Energy relative to the best compared isomer or geometry (same formula, charge and spin), kcal/mol: 0.0
Gap between HOMO and LUMO, eV: 6.5
Highest occupied orbital energy, eV: -5.09
Charge: -1